{"formula": "C34H43N5O3S", "method": "ωB97M-V/def2-TZVPD", "species": ["C", "C", "C", "C", "N", "C", "C", "N", "C", "O", "C", "O", "C", "C", "C", "C", "C", "C", "C", "C", "C", "C", "S", "C", "O", "H", "H", "H", "H", "H", "H", "H", "H", "H", "H", "H", "H", "H", "H", "H", "H", "H", "H", "H", "H", "H", "H", "H", "H", "H", "H", "H", "H", "C", "C", "C", "N", "C", "C", "H", "H", "H", "H", "H", "C", "C", "C", "N", "C", "C", "H", "H", "H", "H", "H", "C", "C", "C", "N", "C", "C", "H", "H", "H", "H", "H"], "coordinates": [[-0.8519, -1.4985, 3.3553], [-0.2731, -1.8605, 1.9215], [0.4659, -3.2463, 1.9083], [0.8458, -3.7588, 0.4585], [-0.3484, -3.6441, -0.4159], [-0.0414, -3.2497, -1.7617], [-0.2988, -1.9624, -2.1273], [-0.8309, -0.9557, -1.2161], [0.1383, -0.2372, -0.9322], [1.0414, 0.2503, -0.4335], [-0.0224, -1.5313, -3.5848], [-0.6293, -0.6519, -4.1373], [1.0652, -2.2948, -4.4075], [1.7065, -1.4964, -5.5644], [2.4380, -0.2066, -4.9684], [3.9525, -0.5391, -4.6145], [4.1271, -1.1609, -3.1850], [4.7749, 0.8150, -4.6232], [1.3307, -3.5809, -4.0611], [2.3546, -4.4433, -4.8385], [3.7589, -4.5797, -4.1131], [4.4483, -5.8847, -4.7184], [5.6964, -6.5095, -3.4966], [0.5626, -4.1784, -2.8442], [0.4247, -5.3733, -2.7430], [-1.7332, -2.1330, 3.6246], [-0.0608, -1.6413, 4.1337], [-1.1615, -0.4292, 3.4244], [-1.1481, -1.8192, 1.2298], [0.4813, -1.0568, 1.7039], [1.3720, -3.1500, 2.5646], [-0.2259, -3.9703, 2.4219], [1.0929, -4.8517, 0.5862], [1.7455, -3.2485, 0.0407], [-0.9496, -4.4648, -0.3762], [2.4314, -2.0719, -6.1781], [0.8748, -1.1027, -6.2065], [1.9757, 0.1463, -4.0144], [2.3757, 0.6559, -5.6851], [4.3141, -1.2543, -5.3967], [3.9075, -0.4222, -2.3757], [3.4756, -2.0554, -3.0148], [5.1909, -1.4897, -3.0786], [4.7267, 1.2627, -5.6507], [4.3864, 1.5500, -3.8753], [5.8487, 0.5566, -4.4259], [2.5619, -4.0884, -5.8729], [1.9108, -5.4705, -4.9471], [4.4333, -3.7331, -4.3937], [3.6630, -4.6453, -3.0004], [4.9215, -5.6746, -5.7099], [3.6891, -6.7018, -4.8360], [5.2117, -5.9947, -2.3148], [-2.6278, 4.1977, -0.2269], [-3.6737, 4.3434, 0.6701], [-4.0778, 3.2316, 1.3934], [-3.5179, 2.0228, 1.2730], [-2.5120, 1.9064, 0.4004], [-2.0307, 2.9551, -0.3676], [-2.2817, 5.0431, -0.8103], [-4.1654, 5.2977, 0.8068], [-4.8896, 3.2979, 2.1098], [-2.0799, 0.9137, 0.3233], [-1.2108, 2.8028, -1.0579], [0.3683, 2.3408, 7.4221], [0.5306, 0.9995, 7.7299], [0.1676, 0.0602, 6.7773], [-0.3342, 0.3711, 5.5782], [-0.4832, 1.6708, 5.3048], [-0.1484, 2.6886, 6.1845], [0.6412, 3.1064, 8.1389], [0.9300, 0.6889, 8.6865], [0.2792, -1.0021, 6.9710], [-0.8951, 1.8937, 4.3248], [-0.2893, 3.7254, 5.9077], [-6.5533, 8.0411, 4.4846], [-6.7581, 7.6720, 3.1651], [-6.3979, 6.3903, 2.7799], [-5.8601, 5.4877, 3.6066], [-5.6705, 5.8673, 4.8739], [-5.9989, 7.1226, 5.3613], [-6.8226, 9.0337, 4.8261], [-7.1877, 8.3620, 2.4508], [-6.5420, 6.0543, 1.7580], [-5.2308, 5.1156, 5.5212], [-5.8244, 7.3741, 6.3991]], "forces_ev_per_a": [[0.56, -0.42, -0.35], [-0.15, 0.40, 1.18], [-0.49, 0.68, 0.01], [-0.48, -1.04, 1.61], [0.86, 0.01, -1.20], [-0.42, 1.34, -0.31], [0.26, -0.80, -0.81], [1.17, 0.02, -1.49], [-1.93, -1.93, 0.76], [1.44, 1.68, 0.18], [0.81, -0.94, -0.50], [-0.15, 0.31, 0.50], [-0.07, -0.45, 0.51], [-0.81, 1.29, 0.92], [0.81, -0.63, 0.21], [-0.63, 1.25, 0.50], [0.00, -0.41, -0.32], [0.21, -1.00, -0.85], [0.12, 0.94, -0.22], [-0.17, -0.57, 0.77], [-0.10, -0.77, -1.37], [-0.84, 0.27, 1.28], [0.11, 0.23, -0.02], [0.15, 0.31, -0.37], [0.21, -0.01, 0.17], [0.68, 0.41, -0.26], [-0.73, 0.09, -0.63], [0.21, -0.96, -0.24], [1.06, -0.13, 0.20], [-0.76, -0.65, -0.21], [-0.65, -0.25, -0.66], [0.68, 0.35, -0.64], [0.15, 0.99, -0.30], [-0.89, -0.13, 0.19], [0.43, 0.09, -0.11], [-0.68, 0.27, 0.51], [0.69, -0.59, 0.43], [0.03, -0.28, -0.79], [0.14, -0.91, 0.50], [0.06, 0.66, 0.63], [0.13, -0.41, -0.71], [0.52, 0.76, -0.18], [-0.80, 0.23, 0.08], [0.04, -0.21, 0.93], [0.33, -0.70, -0.55], [-0.87, 0.52, 0.03], [-0.50, -0.02, 0.79], [0.40, 0.89, 0.23], [-0.70, -0.46, 0.54], [0.00, 0.01, -1.00], [-0.19, -0.21, 1.00], [0.66, 0.83, -0.02], [0.02, -0.23, -1.01], [0.03, 0.11, -0.06], [0.07, -0.04, -0.06], [-0.07, -0.36, 0.14], [0.17, 0.31, -0.22], [-0.16, -0.12, 0.24], [-0.03, 0.03, 0.03], [-0.01, -0.03, 0.01], [0.01, -0.04, 0.05], [0.02, 0.13, -0.01], [-0.01, 0.02, -0.04], [-0.02, -0.02, 0.01], [0.02, 0.09, 0.07], [0.00, 0.03, -0.01], [-0.12, -0.03, -0.30], [0.18, 0.59, 0.69], [-0.03, -0.33, -0.10], [0.02, -0.02, 0.05], [-0.01, -0.03, -0.02], [-0.01, -0.02, -0.03], [0.02, 0.02, 0.06], [0.00, 0.07, 0.02], [-0.01, -0.04, -0.02], [-0.03, 0.11, 0.05], [0.01, 0.00, 0.04], [0.13, -0.30, 0.07], [-0.10, 0.38, 0.08], [0.04, -0.25, -0.21], [-0.02, 0.03, -0.06], [0.01, -0.03, -0.01], [0.01, -0.04, 0.00], [-0.04, 0.06, -0.01], [-0.02, 0.05, 0.04], [0.01, -0.04, -0.02]], "largest_force_ev_per_a": 2.83}

***

{"formula": "C4H13N2OS", "method": "ωB97M-V/def2-TZVPD", "species": ["C", "N", "C", "O", "H", "H", "H", "H", "H", "H", "C", "C", "S", "N", "H", "H", "H", "H", "H", "H", "H"], "coordinates": [[0.3213, 1.4215, -2.7076], [0.8722, 2.2014, -1.6095], [0.0843, 1.9902, -0.3281], [-0.0873, 0.6715, -0.0977], [0.3434, 0.3379, -2.5517], [0.8137, 1.7116, -3.6972], [-0.7105, 1.6875, -2.8896], [1.8265, 1.8881, -1.4413], [-0.8924, 2.5698, -0.5182], [0.6594, 2.5300, 0.4580], [-0.2976, -1.5171, 2.0528], [-0.4704, -2.0660, 0.6885], [0.6013, -3.4747, 0.1983], [-1.1690, -0.3751, 2.1958], [-0.6027, -2.2607, 2.8521], [0.7854, -1.3389, 2.2038], [-1.4986, -2.4192, 0.5331], [-0.2852, -1.2288, -0.0075], [1.7791, -2.7855, -0.0063], [-1.1881, 0.0617, 3.1137], [-0.8847, 0.3948, 1.5587]], "forces_ev_per_a": [[0.69, 0.44, -1.15], [-0.12, 0.71, 0.12], [-0.10, -0.90, -1.36], [-0.14, 0.96, 0.55], [0.13, 0.03, -0.07], [-0.18, -0.52, 1.21], [-0.53, 0.17, 0.31], [-0.26, -0.10, 0.09], [0.77, -0.42, 0.25], [-0.09, 0.08, -0.10], [0.25, -0.64, 2.13], [-0.22, -0.15, -1.58], [0.61, 0.56, 0.20], [-0.47, 1.32, 0.17], [0.39, 0.47, -0.81], [-0.22, 0.23, 0.03], [0.23, 0.03, 0.02], [-0.15, -0.39, 0.11], [-0.88, -0.35, 0.17], [0.22, -0.65, 0.15], [0.07, -0.86, -0.44]], "relative_energy_kj_mol": 139.0, "largest_force_ev_per_a": 2.24, "charge": -1}

***

{"formula": "C22H23N5O8SSr", "method": "ωB97M-V/def2-TZVPD", "species": ["Sr", "O", "C", "C", "C", "N", "C", "C", "C", "O", "O", "C", "O", "O", "H", "H", "H", "O", "C", "C", "C", "C", "C", "C", "C", "C", "N", "H", "H", "H", "H", "H", "H", "H", "H", "H", "H", "H", "O", "C", "O", "C", "C", "C", "C", "C", "N", "H", "H", "H", "H", "N", "C", "N", "S", "H", "H", "H", "H", "H"], "coordinates": [[0.0000, 0.0000, 0.0000], [-1.9550, -3.5818, -3.9308], [-1.4657, -2.7181, -2.9750], [-0.1174, -2.8838, -2.5157], [0.3212, -2.0050, -1.5695], [-0.6201, -1.1394, -1.2496], [-1.8679, -0.8510, -1.5594], [-2.3568, -1.7035, -2.5054], [-2.5242, 0.4004, -0.7829], [-3.7402, 0.6438, -1.1169], [-1.8627, 1.1101, 0.1182], [1.7510, -1.8735, -0.8200], [2.6043, -2.7586, -1.1958], [2.0197, -0.9494, 0.0891], [-1.2309, -4.1952, -4.1320], [0.5457, -3.6552, -2.8791], [-3.3678, -1.6073, -2.8738], [1.8133, 0.0000, 1.7321], [2.7870, 0.9615, 1.3771], [4.0069, 0.2501, 0.7987], [3.6831, -0.7559, -0.3133], [3.2290, -0.1160, -1.6007], [4.1648, 0.3210, -2.5361], [3.7145, 0.8885, -3.7246], [2.3484, 1.0113, -3.9448], [1.4857, 0.5581, -2.9617], [1.8941, 0.0000, -1.8022], [1.4927, 0.1263, 2.8347], [3.0675, 1.5376, 2.2653], [2.3466, 1.6491, 0.6492], [4.4846, -0.3123, 1.6114], [4.7343, 0.9932, 0.4519], [2.9241, -1.4738, 0.0203], [4.5794, -1.3555, -0.5199], [5.2283, 0.2111, -2.3513], [4.4241, 1.2268, -4.4737], [1.9644, 1.4459, -4.8602], [0.4090, 0.6305, -3.0835], [-2.1746, 1.4745, 3.7653], [-1.6198, 0.8395, 2.8047], [-1.0439, 1.3820, 1.8075], [-1.6561, -0.6994, 2.8675], [-2.2845, -1.3164, 3.9555], [-2.3300, -2.7068, 4.0344], [-1.7479, -3.4620, 3.0266], [-1.1425, -2.7916, 1.9783], [-1.0826, -1.4489, 1.8744], [-2.7333, -0.7030, 4.7326], [-2.8168, -3.1855, 4.8773], [-1.7644, -4.5438, 3.0550], [-0.6717, -3.3311, 1.1631], [-2.0553, 4.3036, -2.6989], [-1.7534, 3.0360, -3.0360], [-1.9983, 2.7153, -4.3200], [-1.1289, 1.9547, -1.9547], [-2.4367, 4.9690, -3.3534], [-1.8944, 4.6084, -1.7467], [-2.3794, 3.3699, -4.9856], [-1.7928, 1.7761, -4.6377], [1.3926, 1.9448, 0.0000]], "forces_ev_per_a": [[6.51, 12.14, 12.85], [0.34, -0.09, 0.05], [0.89, 0.19, 0.57], [-1.37, -1.31, -1.49], [1.54, 1.16, 1.73], [-4.80, -7.29, -8.46], [1.16, -0.59, 0.48], [-0.86, -0.99, -1.17], [-3.58, 1.69, 1.06], [2.49, -1.34, 0.39], [-5.91, -3.07, -5.97], [-5.00, -5.29, -4.56], [-1.66, 1.11, 1.03], [-7.97, -5.54, -0.13], [-0.31, 0.19, 0.02], [-0.11, -0.31, -0.34], [-0.04, -0.19, -0.21], [-2.13, 1.55, 9.49], [2.26, -0.23, 1.42], [-0.10, -0.53, 0.62], [9.20, 4.98, -2.79], [0.58, 0.39, -0.46], [-0.48, 0.01, -0.48], [0.32, 0.02, 0.17], [-0.09, -0.19, 0.18], [0.49, -0.40, -0.19], [1.26, 2.33, -3.18], [1.44, -0.02, -4.94], [0.21, 0.11, 0.00], [-0.15, 0.17, -0.15], [0.28, -0.11, 0.00], [-0.08, 0.04, -0.06], [3.84, -2.85, 2.73], [0.55, 0.04, -0.17], [-0.10, -0.06, 0.11], [0.00, 0.02, 0.04], [-0.05, 0.02, 0.05], [0.31, -0.04, -0.11], [0.19, -1.49, -0.59], [0.82, 2.94, -0.61], [1.06, -1.33, 6.40], [0.21, -0.64, -0.45], [-0.05, -0.48, 0.10], [0.06, 0.55, -0.10], [-0.02, 0.03, 0.04], [0.07, 0.87, -0.14], [-0.85, -0.18, 1.45], [0.17, 0.09, -0.31], [0.01, -0.02, -0.02], [0.03, -0.02, -0.06], [0.01, -0.07, -0.02], [-0.24, 1.33, 0.47], [1.13, -1.25, 0.76], [-0.41, -0.41, -1.70], [0.25, 3.30, -2.06], [0.08, -0.22, 0.11], [-0.01, -0.33, -0.33], [-0.06, -0.12, 0.15], [-0.09, 0.44, 0.30], [-1.24, 1.28, -1.56]], "largest_force_ev_per_a": 18.84, "charge": -2}

***

{"formula": "C5H5NO", "method": "ωB97M-V/def2-TZVPD", "species": ["C", "C", "C", "C", "C", "N", "O", "H", "H", "H", "H", "H"], "coordinates": [[-0.1887, -0.0458, -0.1615], [1.9612, 0.5257, -0.1878], [-2.4689, 0.7066, 0.3864], [-1.5094, 0.3355, -0.4546], [1.8550, -0.9353, 0.1737], [0.4485, -1.1075, -0.0579], [2.8766, 1.1742, -0.6025], [-3.4377, 1.0302, 0.2023], [-2.2681, 0.4440, 1.4222], [-1.8295, 0.6230, -1.4698], [2.4240, -1.6625, -0.5238], [2.1370, -1.0881, 1.2733]], "forces_ev_per_a": [[3.58, -0.04, -0.29], [1.22, 2.85, -1.35], [2.10, -1.93, 2.33], [-2.55, 1.93, -1.58], [-0.04, -2.23, 0.22], [-0.80, -0.97, 0.70], [-2.34, -1.52, 1.04], [-1.33, 0.67, -0.94], [-0.20, 0.45, 0.27], [1.11, -0.58, -0.10], [-0.43, 1.36, 1.22], [-0.32, 0.01, -1.52]], "relative_energy_kj_mol": 429.3, "largest_force_ev_per_a": 3.68}

***

{"formula": "C5H5ClO2", "method": "ωB97M-V/def2-TZVPD", "species": ["O", "C", "C", "C", "C", "Cl", "C", "O", "H", "H", "H", "H", "H"], "coordinates": [[-2.0573, -1.5083, -0.6076], [-1.7459, -0.3420, -0.5758], [-0.7623, 0.2421, 0.4330], [0.4069, -0.7022, 0.7111], [1.4792, -0.0271, -0.0977], [3.0409, -0.6901, -0.3529], [1.0506, 1.1749, -0.5039], [-0.2324, 1.4602, -0.1305], [-2.1902, 0.3675, -1.2844], [-1.3537, 0.5308, 1.3123], [0.1599, -1.7261, 0.3775], [0.6591, -0.6980, 1.7657], [1.5451, 1.9183, -1.0468]], "forces_ev_per_a": [[0.27, 0.56, 0.15], [-0.20, -0.83, -0.01], [-0.54, 0.12, -0.22], [-0.11, -0.20, -0.14], [-0.32, 0.79, -0.29], [-0.06, 0.01, 0.02], [-0.20, -1.69, 0.78], [0.01, -0.05, 0.09], [0.00, 0.32, -0.09], [0.21, -0.16, -0.07], [0.16, 0.43, 0.23], [0.14, -0.24, 0.22], [0.65, 0.93, -0.67]], "relative_energy_kj_mol": 89.7, "largest_force_ev_per_a": 1.87}

***

{"formula": "C3H4O4Tb", "method": "ωB97M-V/def2-TZVPD", "species": ["O", "C", "C", "O", "O", "C", "Tb", "H", "H", "H", "O", "H"], "coordinates": [[0.4753, -1.3601, 0.1697], [1.2701, -0.3671, -0.1061], [-0.8736, -0.9512, -0.0352], [2.4932, -0.4662, -0.0237], [0.6392, 0.7567, -0.2904], [-0.7815, 0.4977, -0.3626], [4.6490, 0.4995, -0.0287], [-1.3782, -1.6028, -0.7499], [-1.2165, 0.9025, -1.2785], [-1.5447, -0.6686, 1.0706], [-1.6006, 1.0062, 0.9642], [-2.1315, 1.7535, 0.6708]], "forces_ev_per_a": [[-1.80, -0.86, 0.04], [1.59, -0.33, 1.72], [0.23, 0.80, 0.55], [-0.50, 0.65, -0.57], [-1.92, 1.55, -0.65], [0.81, 0.13, 1.28], [0.19, -0.27, 0.03], [-0.58, -0.37, 0.53], [-0.24, 0.31, 0.30], [0.37, -1.24, -1.30], [3.51, -1.10, -1.65], [-1.66, 0.73, -0.28]], "largest_force_ev_per_a": 4.03, "charge": 3, "spin_multiplicity": 7}

***

no.,energy (eV)
1,-60380.445
2,-20221.492
3,-58670.051
4,-8798.970
5,-21882.119
6,-33763.107